Below is a single C10H13BrN4 molecule, with properties calculated with ωB97M-V/def2-TZVPD.

The geometry in XYZ format:
```
28
Properties=species:S:1:pos:R:3
C 0.24574 -0.72668 0.24090
C -0.59135 -1.16330 -0.87844
C 0.35869 0.73161 0.04410
C -1.69518 0.86588 -0.89089
C 0.66309 3.33029 1.02698
C 0.62088 -1.35678 1.36017
C 2.81433 0.98104 0.25634
C -0.10473 -2.39625 -1.56636
C -2.88654 1.61143 -1.29455
C 0.03802 -2.63585 1.78264
N -1.60161 -0.42078 -1.23645
N -0.67877 1.48818 -0.38216
N 1.59569 2.84171 0.33645
N 1.55087 1.45129 0.24825
Br 3.26110 -0.69663 -0.50572
H 0.55144 4.36433 1.08931
H -0.13500 2.65136 1.55215
H 1.48867 -0.94599 1.84334
H 3.68694 1.64387 0.66792
H 0.23082 -3.09683 -0.87379
H -0.92597 -2.77258 -2.04055
H 0.88138 -2.28447 -2.18043
H -2.40215 2.40751 -2.03582
H -3.44054 0.89288 -1.80791
H -3.39435 2.09600 -0.43420
H -0.87693 -2.77916 1.40866
H -0.03491 -2.57156 2.87217
H 0.78039 -3.51051 1.39790
```

Summary:
HOMO level (alpha / beta) = -6.85 / -6.69 eV
relative energy (zero: lowest compared OMol25 entry of this formula, charge and spin) = 38.7 kcal per mole
Kohn-Sham gap (alpha / beta) = 6.31 / 6.68 eV